112
Properties=species:S:1:pos:R:3 method="wB97M-V/def2-TZVPD" e_tot_ev=-143155.880 de_lowest_kcal_mol=7.0 fmax_ev_per_a=1.58
Fe -0.2089 0.0857 -0.3296
C 3.3120 -1.2051 -1.2303
P 2.1875 -0.0310 -0.3697
C 3.1162 1.4524 -0.9598
C 2.8425 -0.2242 1.3565
C 1.7527 0.0236 2.3921
P 0.1173 -0.7268 1.9369
C -0.9792 0.2871 3.0469
C 0.1484 -2.1457 3.1232
H 3.2326 -1.0677 -2.3101
H 3.0720 -2.2313 -0.9762
H 4.3311 -0.9884 -0.9107
H 4.1733 1.3426 -0.7166
H 2.7370 2.3727 -0.5295
H 3.0093 1.5188 -2.0444
H 3.6858 0.4546 1.5075
H 3.2067 -1.2495 1.4278
H 1.5777 1.0886 2.4706
H 2.0479 -0.3440 3.3780
H -0.3998 0.6869 3.8792
H -1.7714 -0.3410 3.4548
H -1.4522 1.0968 2.5072
H -0.0025 -1.7459 4.1267
H 1.1048 -2.6537 3.0741
H -0.6297 -2.8741 2.9031
I 0.1741 -2.0658 -1.9894
C 0.5891 -0.6509 -3.4851
C 1.3005 -0.9956 -4.6008
C 1.4419 -0.0572 -5.6377
C 0.7770 1.1337 -5.5728
C -0.0213 1.4627 -4.4533
C -0.8610 2.5967 -4.4486
C -1.7000 2.7931 -3.3955
C -1.6204 1.9783 -2.2477
C -0.7408 0.9177 -2.1095
C -0.0406 0.5953 -3.3186
H 1.7346 -1.9832 -4.6884
H 2.0346 -0.3115 -6.5067
H 0.8109 1.8277 -6.4048
H -0.8656 3.2588 -5.3065
H -2.4121 3.6106 -3.4094
H -2.3047 2.2297 -1.4594
C -2.1080 -3.6048 0.1678
C -3.2057 -2.5495 0.2508
C -3.4215 -2.1187 1.6977
C -2.9550 -1.3357 -0.6821
C -4.2747 -0.7014 -1.1070
O -4.3238 0.4999 -0.3530
C -3.0756 0.7382 0.1284
N -2.2144 -0.2071 -0.0709
C -3.0037 2.0607 0.7521
C -4.2601 2.5800 1.1320
C -4.4331 3.8682 1.5734
C -3.3353 4.7125 1.6353
C -2.0934 4.2160 1.3002
C -1.8736 2.8991 0.8918
P -0.1337 2.3867 0.5421
C 0.5386 3.7755 -0.5185
C 0.7174 5.0808 -0.0432
C 1.1959 6.0868 -0.8647
C 1.5435 5.8200 -2.1806
C 1.4454 4.5211 -2.6463
C 0.9516 3.5216 -1.8232
C 0.6517 3.0487 2.1049
C -0.0376 3.2514 3.2980
C 0.6062 3.7457 4.4233
C 1.9579 4.0453 4.3872
C 2.6613 3.8438 3.2084
C 2.0187 3.3449 2.0902
H -2.3502 -4.4487 0.8160
H -1.1476 -3.2030 0.4942
H -1.9981 -3.9830 -0.8505
H -4.1279 -3.0142 -0.1129
H -2.4831 -1.7476 2.0993
H -3.7492 -2.9634 2.3039
H -4.1691 -1.3251 1.7769
H -2.4329 -1.6919 -1.5629
H -5.1485 -1.3038 -0.8622
H -4.2956 -0.4579 -2.1728
H -5.1127 1.9234 1.0656
H -5.4160 4.2186 1.8578
H -3.4451 5.7430 1.9455
H -1.2531 4.8832 1.3732
H 0.5301 5.3314 0.9906
H 1.3099 7.0865 -0.4647
H 1.9104 6.6114 -2.8211
H 1.7543 4.2741 -3.6540
H 0.9190 2.5132 -2.1956
H -1.0973 3.0532 3.3581
H 0.0408 3.9010 5.3334
H 2.4587 4.4300 5.2656
H 3.7154 4.0839 3.1562
H 2.5911 3.2065 1.1836
C 0.5666 -6.8898 3.0855
C 0.6416 -6.5018 1.6224
O 0.6520 -5.0805 1.5098
P 1.7139 -4.3372 0.5602
O 1.3970 -2.8754 0.6242
Te 3.9626 -4.9257 1.0522
O 1.2304 -4.9793 -0.8506
C 2.0895 -5.2506 -1.9541
C 1.2316 -5.8164 -3.0709
H 0.5336 -7.9757 3.1777
H -0.3248 -6.4642 3.5482
H 1.4441 -6.5164 3.6133
H -0.2282 -6.8808 1.0780
H 1.5433 -6.9239 1.1691
H 2.8611 -5.9620 -1.6512
H 2.5817 -4.3308 -2.2861
H 0.7209 -6.7166 -2.7293
H 1.8518 -6.0657 -3.9316
H 0.4811 -5.0789 -3.3577

120
Properties=species:S:1:pos:R:3 method="wB97M-V/def2-TZVPD" e_tot_ev=-235801.882 fmax_ev_per_a=3.52 total_charge=+1
C -0.3469 3.0653 4.1190
C -0.1863 3.6068 2.6797
N 0.3083 2.8747 1.5326
C 0.1477 1.5673 0.9929
C -0.4527 1.9425 -0.4112
C -1.3205 3.0376 -0.5384
C -1.8292 3.4062 -1.7613
N -1.5739 2.7797 -2.9111
C -0.7462 1.7676 -2.8203
C -0.1929 1.3319 -1.6239
C -0.9468 0.5978 1.5960
F -0.5841 0.3722 2.9487
I -2.8650 1.5232 2.1052
N -1.0444 -0.6988 0.9903
C -2.0648 -1.1184 0.0853
I -3.3621 0.1569 -1.1279
C -2.3918 -2.4327 -0.0998
C -1.7782 -3.6487 0.5740
I -3.9742 -3.0826 -1.4153
C 0.2263 -1.3846 1.0344
C 0.5025 -2.3390 2.2218
Br 2.1907 -3.3029 2.3034
C -0.3386 -2.6452 3.2267
C -1.7483 -2.1366 3.4135
Br 0.1454 -3.8652 4.6466
C 1.4978 -0.5825 0.5693
C 1.9846 -1.0448 -0.8555
C 2.6497 -2.4380 -0.8320
O 3.8381 -2.6209 -0.8651
O 1.7977 -3.4957 -0.8681
N 1.5402 0.8882 0.9240
C 2.1043 0.8237 2.3711
C 3.5496 1.1383 2.7847
C 4.8763 0.4962 2.3086
C 4.9013 -0.8142 1.4905
C 5.6921 1.5744 1.4689
C 2.5915 1.6880 0.2408
C 2.4953 2.2496 -1.1831
O 3.0298 1.7974 -2.1531
O 1.8339 3.4980 -1.3677
C 2.6044 4.5564 -0.9085
C 1.7958 5.8197 -0.6430
O 3.7945 4.4617 -0.7775
H -0.0027 3.8146 4.8451
H -1.4077 2.9293 4.3612
H 0.1465 2.1264 4.3867
H 0.4609 4.4941 2.7898
H -1.1597 4.0965 2.4661
H 0.7248 3.5206 0.8822
H -1.6594 3.6411 0.2972
H -2.5138 4.2545 -1.8071
H -0.4813 1.2472 -3.7418
H 0.5076 0.5073 -1.6949
H -0.6908 -3.7190 0.6079
H -2.2611 -3.8501 1.5384
H -2.0499 -4.5474 -0.0006
H 0.1491 -2.0918 0.1903
H -2.3078 -2.9019 3.9748
H -1.8307 -1.2462 4.0500
H -2.3515 -1.9579 2.5246
H 2.3109 -1.0812 1.1126
H 2.7508 -0.4199 -1.3190
H 1.1331 -1.2680 -1.5192
H 2.2805 -4.2553 -1.2266
H 1.5447 1.5064 3.0226
H 1.7912 -0.1029 2.8740
H 3.6916 2.2307 2.7199
H 3.5352 1.0102 3.8818
H 5.5473 0.3340 3.1631
H 4.2354 -1.5519 1.9504
H 4.7191 -0.6291 0.4249
H 5.9119 -1.2410 1.5608
H 6.7408 1.2419 1.5369
H 5.6469 2.5710 1.9178
H 5.4426 1.5413 0.4002
H 2.8215 2.5935 0.8125
H 3.4634 1.0347 0.1456
H 1.0915 5.9075 -1.4830
H 1.1695 5.6088 0.2365
H 2.4341 6.6927 -0.5321
N -3.1258 4.3303 -5.6006
C -3.5592 3.3770 -6.4812
C -3.8536 3.9989 -7.6655
C -3.5820 5.3821 -7.4953
C -3.1325 5.5542 -6.2132
H -2.8441 4.1551 -4.6522
H -3.6215 2.3422 -6.1891
H -4.2215 3.5162 -8.5557
H -3.7024 6.1605 -8.2303
H -2.8189 6.4390 -5.6852
N -6.7621 -1.6484 0.9276
C -7.3799 -2.7174 0.3368
C -8.4409 -3.0808 1.1211
C -8.4694 -2.1923 2.2294
C -7.4240 -1.3195 2.0805
H -5.9496 -1.1785 0.5692
H -7.0115 -3.1255 -0.5875
H -9.1217 -3.8920 0.9230
H -9.1770 -2.1940 3.0418
H -7.0946 -0.4967 2.6927
N 8.9153 -0.9155 0.5446
C 9.1618 -1.3548 1.8171
C 10.4704 -1.0847 2.1125
C 11.0375 -0.4525 0.9738
C 10.0543 -0.3594 0.0257
H 8.0360 -0.9875 0.0672
H 8.3867 -1.8216 2.4024
H 10.9668 -1.3133 3.0409
H 12.0513 -0.1050 0.8648
H 10.0656 0.0516 -0.9696
N -6.5756 -5.6088 -3.0523
C -6.3967 -5.9750 -1.7428
C -6.7429 -7.2936 -1.6245
C -7.1408 -7.7442 -2.9118
C -7.0247 -6.6848 -3.7702
H -6.4049 -4.6951 -3.4293
H -6.0425 -5.2685 -1.0119
H -6.7137 -7.8728 -0.7164
H -7.4741 -8.7339 -3.1761
H -7.2228 -6.6022 -4.8254

In the order shown, the computed gap between HOMO and LUMO values come out to 5.8; 6.1 eV.